1.
{"formula": "C52H122O32P6S4", "method": "ωB97M-V/def2-TZVPD", "symbols": ["C", "C", "C", "S", "O", "O", "C", "H", "H", "H", "H", "H", "H", "H", "H", "C", "C", "C", "S", "O", "O", "C", "H", "H", "H", "H", "H", "H", "H", "H", "C", "C", "C", "S", "O", "O", "C", "H", "H", "H", "H", "H", "H", "H", "H", "C", "C", "C", "S", "O", "O", "C", "H", "H", "H", "H", "H", "H", "H", "H", "C", "C", "O", "P", "O", "O", "C", "C", "O", "C", "C", "H", "H", "H", "H", "H", "H", "H", "H", "H", "H", "H", "H", "H", "H", "H", "C", "C", "O", "P", "O", "O", "C", "C", "O", "C", "C", "H", "H", "H", "H", "H", "H", "H", "H", "H", "H", "H", "H", "H", "H", "H", "C", "C", "O", "P", "O", "O", "C", "C", "O", "C", "C", "H", "H", "H", "H", "H", "H", "H", "H", "H", "H", "H", "H", "H", "H", "H", "C", "C", "O", "P", "O", "O", "C", "C", "O", "C", "C", "H", "H", "H", "H", "H", "H", "H", "H", "H", "H", "H", "H", "H", "H", "H", "C", "C", "O", "P", "O", "O", "C", "C", "O", "C", "C", "H", "H", "H", "H", "H", "H", "H", "H", "H", "H", "H", "H", "H", "H", "H", "C", "C", "O", "P", "O", "O", "C", "C", "O", "C", "C", "H", "H", "H", "H", "H", "H", "H", "H", "H", "H", "H", "H", "H", "H", "H"], "xyz": [[-7.60, -2.87, 0.96], [-6.28, -2.51, 0.39], [-5.85, -1.13, 0.87], [-6.69, -0.95, 2.53], [-7.67, 0.17, 2.30], [-5.68, -0.86, 3.64], [-7.52, -2.56, 2.45], [-7.77, -3.94, 0.80], [-8.41, -2.33, 0.47], [-6.38, -2.39, -0.69], [-5.45, -3.18, 0.62], [-6.35, -0.43, 0.19], [-4.78, -0.93, 0.82], [-8.39, -2.54, 3.11], [-6.81, -3.18, 3.01], [7.17, 3.61, 1.49], [7.38, 5.08, 0.93], [6.40, 5.21, -0.30], [5.21, 3.73, -0.22], [5.77, 2.66, -1.08], [3.78, 4.13, -0.40], [5.66, 3.27, 1.43], [7.60, 3.61, 2.49], [7.81, 2.92, 0.95], [8.44, 5.28, 0.81], [7.01, 5.68, 1.76], [6.80, 5.33, -1.30], [5.73, 6.05, -0.08], [5.39, 2.24, 1.63], [5.11, 3.81, 2.21], [0.46, 2.40, 3.56], [0.84, 3.68, 4.28], [0.96, 3.41, 5.81], [1.35, 1.60, 5.99], [0.16, 0.89, 6.46], [2.64, 1.39, 6.66], [1.41, 1.37, 4.19], [0.69, 2.32, 2.50], [-0.59, 2.22, 3.78], [0.16, 4.52, 4.10], [1.82, 4.02, 3.97], [0.05, 3.57, 6.40], [1.80, 3.94, 6.26], [1.22, 0.32, 3.94], [2.47, 1.54, 3.99], [-1.63, 1.97, -4.74], [-0.92, 3.08, -3.96], [0.61, 2.92, -4.24], [0.95, 1.22, -4.90], [1.88, 0.52, -4.04], [1.25, 1.37, -6.29], [-0.78, 0.62, -4.66], [-1.70, 2.25, -5.79], [-2.62, 1.74, -4.36], [-1.13, 2.93, -2.90], [-1.29, 4.07, -4.23], [1.20, 2.96, -3.32], [1.05, 3.64, -4.93], [-0.97, 0.13, -3.70], [-1.01, -0.12, -5.42], [-2.49, 4.90, 7.98], [-2.48, 3.34, 8.29], [-2.82, 2.82, 7.05], [-4.26, 2.17, 6.75], [-5.35, 3.12, 7.15], [-4.38, 1.85, 5.13], [-4.48, 2.88, 4.14], [-5.79, 2.66, 3.45], [-4.40, 0.64, 7.35], [-3.39, -0.28, 7.06], [-3.92, -1.67, 7.45], [-1.80, 5.07, 7.16], [-3.47, 5.25, 7.64], [-2.21, 5.52, 8.83], [-1.58, 2.90, 8.72], [-3.29, 3.08, 8.98], [-4.49, 3.88, 4.59], [-3.75, 2.90, 3.33], [-6.60, 2.44, 4.15], [-6.11, 3.49, 2.82], [-5.77, 1.85, 2.72], [-3.17, -0.30, 5.99], [-2.52, 0.04, 7.63], [-3.24, -2.52, 7.40], [-4.41, -1.56, 8.42], [-4.62, -1.99, 6.69], [-4.31, 2.53, -0.16], [-4.43, 3.92, -0.77], [-4.18, 4.82, 0.34], [-3.35, 6.22, 0.12], [-3.35, 7.13, 1.28], [-1.90, 5.71, -0.52], [-1.20, 4.60, 0.08], [0.03, 4.01, -0.66], [-4.08, 6.90, -1.20], [-3.55, 8.05, -1.78], [-2.82, 7.69, -3.11], [-4.73, 2.44, 0.84], [-4.76, 1.81, -0.84], [-3.25, 2.27, -0.01], [-3.70, 4.04, -1.57], [-5.42, 4.19, -1.12], [-1.08, 4.82, 1.14], [-1.94, 3.80, 0.11], [0.98, 4.26, -0.19], [0.06, 2.97, -0.97], [0.23, 4.60, -1.55], [-4.32, 8.78, -2.02], [-2.85, 8.63, -1.18], [-2.51, 8.54, -3.72], [-1.99, 7.00, -2.92], [-3.47, 7.12, -3.76], [0.45, -6.27, -5.28], [0.02, -5.31, -6.45], [0.77, -4.15, -6.35], [0.02, -2.70, -6.14], [-0.93, -2.64, -4.96], [-0.76, -2.33, -7.60], [-0.22, -2.72, -8.87], [-1.42, -3.24, -9.65], [1.23, -1.61, -6.11], [2.40, -1.83, -6.92], [3.53, -1.71, -5.87], [-0.17, -7.17, -5.32], [1.50, -6.56, -5.34], [0.17, -5.76, -4.36], [0.22, -5.82, -7.40], [-1.05, -5.14, -6.34], [0.18, -1.87, -9.41], [0.49, -3.54, -8.83], [-1.81, -4.19, -9.27], [-2.28, -2.63, -9.38], [-1.38, -3.18, -10.74], [2.48, -2.81, -7.39], [2.61, -1.01, -7.61], [3.64, -0.70, -5.49], [3.41, -2.38, -5.01], [4.53, -1.95, -6.25], [-1.91, -2.23, -1.81], [-1.26, -2.19, -0.53], [-1.49, -0.96, -0.01], [-0.44, -0.27, 1.05], [0.47, -1.20, 1.78], [0.31, 0.79, 0.14], [1.56, 0.57, -0.36], [2.56, 1.35, 0.43], [-1.39, 0.68, 1.95], [-2.46, 0.11, 2.77], [-2.22, -1.32, 3.37], [-2.98, -2.14, -1.67], [-1.55, -1.36, -2.36], [-1.59, -3.10, -2.38], [-1.67, -3.03, 0.03], [-0.19, -2.37, -0.68], [1.71, -0.51, -0.38], [1.54, 0.89, -1.40], [2.24, 2.35, 0.71], [2.80, 0.86, 1.37], [3.42, 1.58, -0.20], [-2.48, 0.75, 3.65], [-3.43, 0.25, 2.28], [-1.37, -1.37, 4.05], [-3.05, -1.68, 3.98], [-2.06, -2.12, 2.65], [-3.55, -5.81, -2.13], [-2.15, -6.26, -2.41], [-1.34, -6.12, -1.26], [0.29, -6.15, -1.39], [0.82, -7.27, -2.19], [0.63, -4.64, -1.94], [1.92, -4.34, -2.58], [2.28, -2.90, -2.29], [0.79, -6.09, 0.15], [0.51, -4.99, 1.01], [-0.63, -5.52, 1.89], [-4.16, -6.10, -2.98], [-3.93, -6.35, -1.26], [-3.77, -4.76, -1.97], [-2.16, -7.32, -2.64], [-1.90, -5.75, -3.34], [2.65, -4.99, -2.09], [1.90, -4.46, -3.66], [3.20, -2.53, -2.74], [1.45, -2.38, -2.79], [2.35, -2.65, -1.23], [1.50, -4.90, 1.47], [0.33, -4.04, 0.51], [-0.46, -6.49, 2.36], [-0.71, -4.77, 2.67], [-1.58, -5.56, 1.37], [5.56, -0.73, -2.47], [5.65, -1.43, -1.13], [6.60, -0.74, -0.30], [7.12, -1.38, 1.11], [7.69, -0.31, 2.09], [5.82, -2.20, 1.77], [4.68, -1.50, 2.14], [3.49, -2.50, 2.22], [8.16, -2.56, 0.70], [9.55, -2.48, 1.18], [10.31, -3.71, 0.81], [6.50, -0.20, -2.64], [5.13, -1.30, -3.28], [4.76, 0.01, -2.39], [4.66, -1.38, -0.66], [6.02, -2.44, -1.29], [4.81, -1.00, 3.10], [4.51, -0.67, 1.45], [2.63, -1.88, 2.47], [3.24, -3.04, 1.30], [3.80, -3.20, 3.00], [10.09, -1.67, 0.68], [9.47, -2.22, 2.24], [9.76, -4.59, 1.15], [10.56, -3.88, -0.23], [11.24, -3.70, 1.38]], "de_lowest_kcal_mol": 0.00}


2.
{"formula": "C52H126N8O22", "method": "ωB97M-V/def2-TZVPD", "symbols": ["C", "O", "C", "C", "O", "C", "H", "H", "H", "H", "H", "H", "H", "H", "H", "H", "C", "O", "C", "C", "O", "C", "H", "H", "H", "H", "H", "H", "H", "H", "H", "H", "C", "O", "C", "C", "O", "C", "H", "H", "H", "H", "H", "H", "H", "H", "H", "H", "C", "O", "C", "C", "O", "C", "H", "H", "H", "H", "H", "H", "H", "H", "H", "H", "C", "O", "C", "C", "O", "C", "H", "H", "H", "H", "H", "H", "H", "H", "H", "H", "C", "O", "C", "C", "O", "C", "H", "H", "H", "H", "H", "H", "H", "H", "H", "H", "C", "O", "C", "C", "O", "C", "H", "H", "H", "H", "H", "H", "H", "H", "H", "H", "C", "C", "O", "N", "C", "H", "H", "H", "H", "H", "H", "H", "C", "C", "O", "N", "C", "H", "H", "H", "H", "H", "H", "H", "C", "C", "O", "N", "C", "H", "H", "H", "H", "H", "H", "H", "C", "C", "O", "N", "C", "H", "H", "H", "H", "H", "H", "H", "C", "C", "O", "N", "C", "H", "H", "H", "H", "H", "H", "H", "C", "C", "O", "N", "C", "H", "H", "H", "H", "H", "H", "H", "C", "C", "O", "N", "C", "H", "H", "H", "H", "H", "H", "H", "C", "C", "O", "N", "C", "H", "H", "H", "H", "H", "H", "H"], "xyz": [[-3.65, 0.47, 1.71], [-5.04, 0.44, 1.61], [-5.67, 1.07, 2.70], [-7.08, 1.40, 2.30], [-7.08, 2.28, 1.21], [-8.33, 2.94, 1.01], [-3.25, 0.16, 0.76], [-3.23, -0.16, 2.47], [-3.44, 1.51, 1.95], [-5.08, 2.00, 3.02], [-5.71, 0.44, 3.60], [-7.74, 1.91, 3.07], [-7.66, 0.50, 2.05], [-8.43, 3.71, 1.77], [-9.20, 2.27, 1.09], [-8.28, 3.38, 0.02], [-1.01, -3.75, -2.46], [-0.79, -4.95, -3.18], [-0.74, -6.02, -2.32], [-0.14, -7.22, -3.08], [-0.77, -7.54, -4.31], [-2.18, -7.73, -4.33], [-0.39, -3.75, -1.59], [-2.01, -3.68, -2.09], [-0.80, -2.93, -3.13], [-1.76, -6.26, -1.95], [-0.09, -5.88, -1.41], [-0.13, -8.15, -2.44], [0.89, -7.03, -3.35], [-2.77, -6.92, -3.91], [-2.50, -8.67, -3.82], [-2.49, -7.72, -5.38], [-2.71, 3.25, -1.71], [-3.95, 3.89, -1.83], [-5.00, 3.14, -1.31], [-5.58, 1.97, -2.19], [-6.08, 2.24, -3.47], [-5.17, 2.09, -4.56], [-2.71, 2.30, -2.22], [-2.49, 3.01, -0.66], [-1.91, 3.90, -2.09], [-5.79, 3.87, -1.13], [-4.69, 2.73, -0.32], [-6.35, 1.49, -1.54], [-4.74, 1.25, -2.24], [-4.15, 2.46, -4.36], [-5.51, 2.70, -5.39], [-5.07, 1.05, -4.87], [-0.78, 1.81, 5.21], [0.59, 1.98, 5.47], [0.77, 2.17, 6.87], [2.22, 2.20, 7.15], [2.72, 0.82, 7.30], [4.03, 0.73, 7.82], [-1.40, 2.61, 5.66], [-1.17, 0.88, 5.58], [-0.96, 1.88, 4.12], [0.39, 1.28, 7.38], [0.26, 3.08, 7.26], [2.45, 2.66, 8.10], [2.74, 2.78, 6.36], [4.06, 1.30, 8.77], [4.79, 1.07, 7.09], [4.14, -0.34, 8.06], [7.68, 2.47, 1.49], [6.64, 2.53, 0.54], [6.67, 1.39, -0.33], [5.64, 1.53, -1.40], [4.38, 1.23, -0.86], [3.31, 1.58, -1.73], [8.63, 2.14, 1.08], [7.39, 1.80, 2.34], [7.89, 3.44, 1.88], [6.41, 0.51, 0.31], [7.68, 1.21, -0.66], [5.90, 0.91, -2.26], [5.63, 2.55, -1.81], [3.41, 0.96, -2.63], [3.37, 2.68, -1.93], [2.43, 1.28, -1.17], [-0.73, -7.38, 1.15], [-1.46, -6.22, 1.50], [-2.81, -6.42, 1.31], [-3.49, -5.11, 1.35], [-3.23, -4.34, 0.22], [-3.73, -3.02, 0.27], [-1.12, -7.75, 0.22], [-0.88, -8.21, 1.83], [0.29, -7.13, 1.08], [-3.16, -7.08, 2.08], [-3.01, -6.84, 0.30], [-3.22, -4.56, 2.30], [-4.57, -5.33, 1.44], [-3.42, -2.61, 1.28], [-4.81, -3.11, 0.26], [-3.40, -2.41, -0.55], [7.50, -1.63, 3.49], [6.59, -0.59, 3.08], [5.79, -0.20, 4.13], [4.76, 0.75, 3.57], [3.71, -0.06, 3.10], [2.64, 0.71, 2.67], [8.29, -1.27, 4.15], [8.10, -2.03, 2.64], [6.95, -2.43, 4.03], [6.40, 0.38, 4.86], [5.37, -1.05, 4.68], [5.22, 1.28, 2.72], [4.41, 1.44, 4.35], [1.89, 0.09, 2.16], [3.01, 1.45, 1.88], [2.18, 1.30, 3.44], [-0.47, -3.39, 2.32], [-0.12, -2.23, 3.23], [-0.56, -1.08, 3.08], [0.73, -2.41, 4.25], [1.24, -1.48, 5.29], [-1.46, -3.32, 1.94], [-0.34, -4.36, 2.77], [0.22, -3.32, 1.49], [0.98, -3.37, 4.43], [0.50, -0.70, 5.48], [2.23, -0.96, 5.18], [1.39, -2.06, 6.24], [3.26, -1.58, 0.28], [3.44, -2.74, -0.69], [2.46, -3.44, -1.01], [4.71, -3.13, -1.05], [5.02, -4.15, -2.01], [4.18, -1.00, 0.41], [2.96, -1.98, 1.32], [2.41, -0.95, -0.06], [5.48, -2.52, -0.81], [5.97, -4.69, -1.77], [4.94, -3.84, -3.08], [4.33, -5.00, -1.83], [-1.51, 4.54, -5.35], [-0.65, 3.34, -5.01], [-1.13, 2.20, -5.00], [0.69, 3.52, -4.82], [1.54, 2.35, -4.61], [-1.91, 4.27, -6.29], [-0.95, 5.45, -5.33], [-2.34, 4.61, -4.69], [1.02, 4.48, -4.67], [1.49, 1.63, -5.48], [1.41, 1.81, -3.69], [2.58, 2.73, -4.66], [0.81, 4.99, -1.82], [0.27, 5.99, -2.77], [0.70, 6.08, -3.91], [-0.73, 6.79, -2.32], [-1.47, 6.66, -1.08], [1.84, 4.83, -2.12], [0.25, 4.05, -1.88], [0.83, 5.35, -0.80], [-1.11, 7.43, -3.02], [-1.79, 7.63, -0.72], [-0.85, 6.27, -0.29], [-2.35, 6.07, -1.18], [-3.92, -2.16, -3.86], [-3.08, -0.98, -3.30], [-3.10, -0.75, -2.10], [-2.31, -0.34, -4.15], [-2.21, -0.64, -5.60], [-4.67, -2.54, -3.15], [-3.21, -2.89, -4.24], [-4.50, -1.86, -4.75], [-1.65, 0.34, -3.82], [-2.53, 0.26, -6.22], [-2.73, -1.54, -5.89], [-1.16, -0.77, -5.86], [1.88, -4.93, -4.99], [1.55, -3.46, -4.98], [0.83, -2.91, -5.76], [2.16, -2.76, -3.89], [1.89, -1.33, -3.80], [2.17, -5.23, -3.93], [2.59, -5.24, -5.73], [0.93, -5.43, -5.30], [2.11, -3.23, -2.99], [0.98, -1.08, -4.32], [2.66, -0.76, -4.28], [1.73, -1.07, -2.74], [-0.37, -0.98, -0.74], [-0.24, 0.53, -0.56], [-0.02, 1.41, -1.42], [-0.24, 0.87, 0.73], [-0.05, 2.29, 1.09], [0.61, -1.38, -0.82], [-0.95, -1.12, -1.67], [-0.89, -1.37, 0.15], [-0.52, 0.18, 1.39], [0.46, 2.29, 2.06], [-1.01, 2.78, 1.09], [0.57, 2.84, 0.35], [1.57, 4.82, 3.47], [0.35, 5.21, 2.69], [0.41, 5.69, 1.61], [-0.87, 4.97, 3.31], [-2.14, 5.23, 2.64], [1.76, 3.76, 3.35], [1.45, 5.02, 4.52], [2.42, 5.34, 3.05], [-0.97, 4.51, 4.18], [-2.12, 6.17, 2.07], [-2.88, 5.33, 3.45], [-2.44, 4.38, 2.07]], "de_lowest_kcal_mol": 5.78}


Result set for calculated total energy: -8103.4874, -4150.0295 Ha, one per record in the order listed.
Result set for gap between HOMO and LUMO: 10.13, 8.68 eV, one per record in the order listed.
Result set for E_HOMO: -9.950, -8.342 eV, one per record in the order listed.